(1)
A cluster of 2 separate species, C4H12NO3 in total, computed with ωB97M-V/def2-TZVPD.

## Properties
Charge: +1
ΔE to the lowest compared entry with this formula, charge and spin: 0.809 eV
Frontier orbital gap: 11.306 eV

Geometry as XYZ:
```
20
Properties=species:S:1:pos:R:3:nbo_charge:R:1
C 1.344 -1.289 -0.299 -0.07
O 2.575 -0.617 -0.213 -0.72
C 0.296 -0.308 -0.844 -0.05
C -1.130 -0.772 -0.589 -0.55
C -2.255 0.217 -0.856 0.47
O -2.101 1.415 -0.814 -0.54
N 0.496 1.017 -0.174 -0.72
H 0.978 -1.683 0.648 0.18
H 1.347 -2.144 -0.974 0.20
H 3.212 -1.029 -0.801 0.50
H 0.444 -0.112 -1.898 0.22
H -1.260 -1.131 0.440 0.26
H -1.366 -1.598 -1.235 0.26
H -3.218 -0.254 -1.100 0.16
H -0.298 1.568 -0.462 0.45
H 0.368 1.087 0.856 0.47
H 1.359 1.511 -0.387 0.45
H -0.550 2.088 2.724 0.50
H 0.046 0.858 3.411 0.51
O -0.287 1.176 2.567 -0.97
```

(2)
A structure of composition C2H3IOS2, computed with ωB97M-V/def2-TZVPD.

## Properties
ΔE to the lowest compared entry with this formula, charge and spin: 0.185 eV
Frontier orbital gap: 8.896 eV

Geometry as XYZ:
```
9
Properties=species:S:1:pos:R:3:nbo_charge:R:1
C 0.023 0.432 0.167 0.38
C -1.351 0.017 0.523 -0.61
O 0.416 1.532 0.383 -0.52
S 2.736 -0.081 -0.969 -0.10
S 0.925 -0.950 -0.606 0.07
I -2.571 1.231 -0.792 0.11
H -1.732 0.242 1.445 0.24
H -1.693 -1.097 0.318 0.25
H 3.247 -1.324 -0.468 0.16
```

(3)
A cluster of 2 separate species, C4H8N2O in total, computed with ωB97M-V/def2-TZVPD.

## Properties
ΔE to the lowest compared entry with this formula, charge and spin: 5.645 eV
Frontier orbital gap (spin up / spin down): 8.111 / 8.111 eV

Geometry as XYZ:
```
15
Properties=species:S:1:pos:R:3:nbo_charge:R:1
N 1.988 -0.542 -1.202 -0.85
C 0.886 -0.902 -0.450 0.48
O 0.814 -1.983 0.112 -0.64
C 0.459 0.759 1.124 -0.16
N -0.792 0.928 0.710 -0.30
C -1.907 -0.005 0.687 -0.25
C -1.348 0.680 -0.513 -0.22
H 2.616 -1.297 -1.450 0.39
H 1.856 0.165 -1.911 0.38
H 0.609 0.286 2.090 0.21
H 1.208 1.460 0.767 0.20
H -1.657 -1.061 0.808 0.21
H -2.795 0.343 1.213 0.20
H -0.144 -0.226 -0.790 0.14
H -1.793 1.394 -1.196 0.22
```

(4)
A structure of composition C4H7NOS, computed with ωB97M-V/def2-TZVPD.

## Properties
ΔE to the lowest compared entry with this formula, charge and spin: 5.501 eV
Frontier orbital gap (spin up / spin down): 10.295 / 5.820 eV

Geometry as XYZ:
```
14
Properties=species:S:1:pos:R:3:nbo_charge:R:1
C -0.658 0.180 1.527 0.54
C -0.782 0.262 0.021 -0.33
C -0.689 -1.244 0.235 -0.04
C 0.326 0.982 -0.725 -0.60
N -0.614 -1.135 1.612 -0.51
O -0.624 1.098 2.460 -0.64
S -1.159 -2.595 -0.681 0.09
H -1.767 0.586 -0.324 0.23
H 2.046 -1.386 -0.491 -0.05
H 1.286 0.529 -0.473 0.22
H 0.327 2.035 -0.457 0.22
H 0.183 0.882 -1.798 0.22
H -0.528 0.682 3.330 0.50
H -0.996 -3.460 0.321 0.15
```

(5)
A structure of composition C31H40BrN2O5PTa, computed with ωB97M-V/def2-TZVPD.

## Properties
Charge: +3
ΔE to the lowest compared entry with this formula, charge and spin: 1.000 eV
Frontier orbital gap: 6.270 eV

Geometry as XYZ:
```
81
Properties=species:S:1:pos:R:3:mulliken_charge:R:1
Ta 0.866 1.108 0.339 -0.71
O -0.536 5.157 0.780 -0.41
C -0.377 3.909 1.040 0.66
O 0.199 3.126 0.259 -0.85
C -0.962 3.442 2.341 -0.78
O -0.503 2.131 2.572 -0.31
C 0.314 1.904 3.721 -0.16
C 1.711 1.481 3.314 0.27
O 2.602 1.163 4.005 -0.43
O 1.820 1.457 1.905 -0.32
H -0.177 5.425 -0.086 0.44
H -0.709 4.146 3.136 0.48
H -2.052 3.448 2.233 0.42
H 0.386 2.788 4.356 0.73
H -0.120 1.087 4.300 0.02
C -2.884 1.805 -1.037 -1.18
C -1.983 1.874 -2.262 0.68
C -2.726 1.437 -3.526 -1.48
P -0.407 0.940 -2.016 0.62
C 0.485 1.123 -3.616 0.54
C 1.736 0.261 -3.760 -1.53
C 0.793 2.605 -3.856 -1.43
C -0.764 -0.818 -1.731 -0.13
C -1.163 -1.667 -2.760 -0.42
C -1.474 -3.008 -2.530 0.30
C -1.940 -3.903 -3.641 -1.66
C -1.362 -3.487 -1.224 -1.23
C -0.941 -2.673 -0.181 0.06
C -0.636 -1.346 -0.434 -0.28
N -0.109 -0.509 0.619 2.01
C -0.261 -0.925 2.026 -0.40
C 0.804 -1.504 2.738 0.71
C 2.150 -1.834 2.149 -0.89
C 0.583 -1.848 4.066 -1.15
C -0.649 -1.681 4.692 0.25
C -0.856 -2.116 6.112 -1.79
C -1.689 -1.142 3.940 -1.18
C -1.524 -0.758 2.617 1.29
C -2.699 -0.217 1.862 -0.96
H -3.796 2.372 -1.225 0.71
H -2.404 2.242 -0.158 -0.20
H -3.173 0.780 -0.801 0.16
H -1.645 2.908 -2.381 0.46
H -2.968 0.373 -3.505 0.33
H -2.185 1.665 -4.442 0.37
H -3.671 1.978 -3.571 0.48
H -0.242 0.793 -4.360 0.57
H 2.568 0.666 -3.181 0.23
H 2.047 0.266 -4.804 0.56
H 1.569 -0.779 -3.475 0.31
H 1.440 3.007 -3.071 0.23
H -0.104 3.221 -3.920 0.36
H 1.323 2.711 -4.803 0.47
H -1.237 -1.287 -3.773 0.45
H -1.793 -3.444 -4.617 0.41
H -3.003 -4.122 -3.528 0.35
H -1.412 -4.856 -3.622 0.40
H -1.602 -4.522 -1.016 0.50
H -0.849 -3.071 0.822 0.74
H 2.046 -2.469 1.269 0.15
H 2.736 -2.392 2.875 0.68
H 2.738 -0.952 1.886 0.11
H 1.401 -2.288 4.625 0.55
H 0.039 -1.955 6.711 0.44
H -1.078 -3.185 6.139 0.34
H -1.692 -1.596 6.575 0.44
H -2.666 -1.024 4.394 0.51
H -3.556 -0.100 2.521 0.55
H -2.995 -0.884 1.049 0.23
H -2.473 0.755 1.431 -0.23
Br 3.337 2.493 -0.537 0.05
C 3.585 0.659 -0.804 0.23
C 4.786 0.133 -1.195 -0.62
C 4.811 -1.229 -1.478 -0.71
C 3.643 -1.970 -1.374 -0.83
C 2.486 -1.360 -0.945 -0.16
N 2.445 -0.041 -0.630 1.59
H 5.663 0.759 -1.293 0.58
H 5.736 -1.696 -1.793 0.49
H 3.628 -3.024 -1.614 0.60
H 1.569 -1.916 -0.846 0.34
```

(6)
The molecule C18H31N5O3S, computed with ωB97M-V/def2-TZVPD.

## Properties
ΔE to the lowest compared entry with this formula, charge and spin: 0.189 eV
Frontier orbital gap: 9.231 eV

Geometry as XYZ:
```
58
Properties=species:S:1:pos:R:3:nbo_charge:R:1
C 3.204 0.349 -2.539 -0.61
C 3.794 -0.728 -1.641 -0.21
N 2.798 -1.604 -1.021 -0.45
C 3.471 -2.781 -0.469 -0.22
C 2.504 -3.734 0.224 -0.41
C 1.698 -3.017 1.306 -0.41
C 1.014 -1.815 0.688 0.10
O 0.324 -1.133 1.756 -0.36
N -0.674 -0.278 1.303 -0.35
C -0.469 1.067 1.253 0.67
O 0.639 1.577 1.330 -0.63
C -1.753 1.864 1.002 -0.32
C -1.704 2.436 -0.431 -0.21
N -1.294 1.444 -1.427 -0.61
C -1.982 0.301 -1.638 0.69
O -3.013 0.029 -1.045 -0.64
C -1.417 -0.611 -2.723 -0.53
C -1.692 -2.066 -2.477 -0.24
C -0.776 -3.090 -2.424 -0.11
N -1.305 -4.317 -2.191 -0.20
N -2.616 -4.305 -2.068 -0.37
S -3.229 -2.757 -2.209 0.68
C -2.043 2.925 2.127 0.00
C -1.024 4.076 2.177 -0.63
C -2.033 2.199 3.483 -0.62
C -3.443 3.518 1.903 -0.61
C 2.038 -0.897 0.016 -0.26
H 4.001 0.919 -3.017 0.22
H 2.598 -0.103 -3.325 0.20
H 2.592 1.058 -1.981 0.20
H 4.455 -1.355 -2.244 0.20
H 4.424 -0.259 -0.868 0.17
H 3.974 -3.297 -1.289 0.20
H 4.253 -2.474 0.246 0.16
H 1.835 -4.185 -0.515 0.21
H 3.073 -4.554 0.666 0.22
H 0.958 -3.686 1.749 0.22
H 2.369 -2.677 2.101 0.21
H 0.282 -2.155 -0.054 0.18
H -1.599 -0.678 1.349 0.40
H -2.593 1.169 1.027 0.23
H -2.686 2.826 -0.705 0.21
H -0.991 3.257 -0.485 0.22
H -0.431 1.590 -1.922 0.41
H -1.872 -0.290 -3.664 0.25
H -0.343 -0.466 -2.823 0.23
H 0.293 -2.974 -2.528 0.23
H -1.022 4.664 1.258 0.20
H -1.282 4.757 2.991 0.21
H -0.014 3.711 2.345 0.24
H -2.730 1.357 3.487 0.21
H -1.040 1.819 3.727 0.22
H -2.331 2.881 4.283 0.21
H -4.199 2.734 1.813 0.21
H -3.720 4.154 2.746 0.21
H -3.490 4.136 1.006 0.20
H 2.700 -0.482 0.792 0.18
H 1.516 -0.051 -0.428 0.21
```

(7)
The molecule C3H5I, computed with ωB97M-V/def2-TZVPD.

## Properties
ΔE to the lowest compared entry with this formula, charge and spin: 1.051 eV
Frontier orbital gap: 9.512 eV

Geometry as XYZ:
```
9
Properties=species:S:1:pos:R:3:nbo_charge:R:1
C 0.440 -0.730 0.164 -0.43
C 0.460 0.734 0.272 -0.44
C -0.587 0.143 -0.475 -0.26
I -2.815 0.050 0.023 0.03
H 1.041 -1.311 -0.470 0.21
H 0.258 -1.268 1.070 0.22
H 0.316 1.089 1.221 0.23
H 1.269 1.302 -0.274 0.21
H -0.383 -0.010 -1.530 0.23
```

(8)
The molecule C9H13O3, computed with ωB97M-V/def2-TZVPD.

## Properties
ΔE to the lowest compared entry with this formula, charge and spin: 3.414 eV
Frontier orbital gap (spin up / spin down): 8.980 / 5.959 eV
2S+1: 2
⟨S²⟩: 0.755

Geometry as XYZ:
```
25
Properties=species:S:1:pos:R:3:mulliken_spin:R:1
C 2.360 -0.757 0.313 0.10
C 1.248 0.233 -0.098 -0.08
C 0.607 -0.265 -1.409 0.09
C -0.693 -0.205 -1.650 0.00
C -1.552 0.409 -0.575 0.00
C -1.112 -0.443 0.724 0.00
C 0.203 0.334 1.110 0.02
O -0.035 1.675 1.481 0.01
O -2.462 -0.127 0.372 0.00
C -0.886 -1.959 0.692 0.00
C -1.593 1.931 -0.631 0.00
O 1.773 1.443 -0.291 0.84
H 1.972 -1.771 0.410 0.00
H 3.145 -0.761 -0.440 0.00
H 2.800 -0.462 1.263 0.00
H 1.277 -0.662 -2.152 0.00
H -1.135 -0.560 -2.565 0.01
H 0.634 -0.146 1.999 0.01
H 0.777 2.196 1.289 0.00
H -0.023 -2.242 1.294 0.00
H -1.759 -2.474 1.093 0.00
H -0.724 -2.314 -0.325 0.00
H -0.617 2.343 -0.887 0.00
H -2.326 2.267 -1.362 0.00
H -1.879 2.316 0.345 0.00
```

(9)
A cluster of 2 separate species, C5H3N4O5 in total, computed with ωB97M-V/def2-TZVPD.

## Properties
Charge: -1
ΔE to the lowest compared entry with this formula, charge and spin: 0.000 eV
Frontier orbital gap: 5.530 eV

Geometry as XYZ:
```
17
Properties=species:S:1:pos:R:3:nbo_charge:R:1
C -0.881 0.355 0.017 0.00
C -1.391 -1.767 -0.056 0.20
C -2.257 0.099 -0.060 0.10
C 0.989 -1.268 0.199 0.53
C 4.430 1.042 -0.186 0.63
N -2.553 -1.203 -0.005 -0.40
N 3.362 1.377 0.293 -0.21
N -0.334 -0.906 0.067 -0.42
N -3.254 1.099 -0.097 0.51
O 1.320 -2.408 0.009 -0.55
O -2.950 2.282 -0.238 -0.39
O 5.595 0.962 -0.240 -0.64
O -4.382 0.670 0.095 -0.38
O 2.153 1.561 -0.064 -0.73
H -0.248 1.290 -0.036 0.31
H -1.356 -2.795 -0.109 0.21
H 1.757 -0.390 0.409 0.24
```

(10)
A cluster of 2 separate species, C5H13N2 in total, computed with ωB97M-V/def2-TZVPD.

## Properties
Charge: +1
ΔE to the lowest compared entry with this formula, charge and spin: 2.695 eV
Frontier orbital gap: 10.037 eV

Geometry as XYZ:
```
20
Properties=species:S:1:pos:R:3:nbo_charge:R:1
C 0.720 0.780 1.809 -0.42
N 1.343 0.484 0.491 -0.53
C 1.916 1.680 -0.184 -0.42
H 0.397 -0.170 2.236 0.23
H 1.460 1.262 2.460 0.24
H -0.124 1.441 1.655 0.23
H 0.601 0.106 -0.150 0.47
H 2.079 -0.221 0.637 0.43
H 1.107 2.377 -0.382 0.23
H 2.408 1.363 -1.115 0.25
H 2.663 2.144 0.484 0.23
C -1.071 -1.604 -0.941 -0.05
C -0.928 -2.260 0.236 -0.43
C -1.776 0.595 -0.858 0.01
N -0.806 -0.227 -1.111 -0.50
H -1.395 -2.145 -1.887 0.24
H -0.626 -1.735 1.143 0.18
H -1.140 -3.301 0.339 0.24
H -1.572 1.680 -0.927 0.19
H -2.770 0.247 -0.515 0.20
```

(11)
A structure of composition C16H23N5O2PS2Sr, computed with ωB97M-V/def2-TZVPD.

## Properties
Charge: -1
ΔE to the lowest compared entry with this formula, charge and spin: 0.540 eV
Frontier orbital gap: 5.523 eV

Geometry as XYZ:
```
50
Properties=species:S:1:pos:R:3:nbo_charge:R:1
Sr -0.773 -0.043 0.278 1.79
O 0.083 2.156 0.237 -0.67
N -0.654 3.189 0.199 0.13
N -1.894 2.901 0.101 0.14
O -2.344 1.673 0.044 -0.72
C -2.847 3.996 0.077 0.18
C -4.186 3.659 0.069 -0.25
C -5.129 4.683 0.049 -0.20
C -4.733 6.010 0.035 -0.23
C -3.377 6.320 0.041 -0.21
C -2.422 5.316 0.060 -0.25
H -4.467 2.616 0.075 0.26
H -6.182 4.431 0.042 0.21
H -5.470 6.804 0.017 0.21
H -3.051 7.352 0.028 0.21
H -1.367 5.545 0.064 0.24
C -2.822 -4.717 0.036 -0.65
C -1.904 -3.498 -0.014 -0.17
S -2.797 -1.939 0.047 -0.69
C -0.568 -3.666 -0.103 -0.17
C 0.043 -5.050 -0.156 -0.64
S 0.686 -2.375 -0.143 -0.73
H -3.858 -4.392 0.114 0.22
H -2.611 -5.361 0.896 0.19
H -2.737 -5.340 -0.860 0.19
H -0.691 -5.855 -0.139 0.20
H 0.728 -5.198 0.686 0.20
H 0.649 -5.163 -1.061 0.20
C 5.315 -0.512 -1.924 -0.07
N 4.095 0.045 -2.498 -0.47
C 4.242 1.496 -2.573 -0.07
N 4.574 2.142 -1.301 -0.47
C 5.777 1.503 -0.767 -0.07
N 5.687 0.049 -0.622 -0.47
C 4.700 -0.320 0.411 -0.53
P 2.979 0.268 0.065 0.72
C 2.923 -0.341 -1.690 -0.54
C 3.453 2.019 -0.348 -0.54
H 6.137 -0.315 -2.617 0.18
H 5.198 -1.592 -1.824 0.20
H 3.313 1.926 -2.952 0.19
H 5.042 1.719 -3.282 0.18
H 6.008 1.941 0.206 0.19
H 6.603 1.718 -1.449 0.19
H 5.028 0.077 1.375 0.21
H 4.676 -1.407 0.512 0.23
H 2.012 0.018 -2.172 0.22
H 2.820 -1.426 -1.666 0.26
H 3.720 2.540 0.575 0.21
H 2.575 2.533 -0.744 0.24
```

(12)
A structure of composition C3H3FO2, computed with ωB97M-V/def2-TZVPD.

## Properties
ΔE to the lowest compared entry with this formula, charge and spin: 5.659 eV
Frontier orbital gap (spin up / spin down): 9.191 / 7.220 eV

Geometry as XYZ:
```
9
Properties=species:S:1:pos:R:3:nbo_charge:R:1
C -0.112 -0.271 1.153 0.06
C 0.830 0.154 -1.632 0.15
C -0.329 0.189 -0.824 0.43
O 0.674 0.465 -2.834 -0.52
O -1.245 -0.318 1.905 -0.66
F -1.524 0.262 -1.130 -0.26
H 0.768 0.008 1.690 0.14
H 1.832 -0.187 -1.155 0.16
H -0.896 -0.301 2.827 0.49
```